1.
{"formula": "C5H7NO", "method": "wB97M-V/def2-TZVPD", "gap_ev": 8.98, "smiles": "Cc1occc1N", "symbols": ["C", "C", "O", "C", "C", "C", "N", "H", "H", "H", "H", "H", "H", "H"], "positions_angstrom": [[-1.62388, -1.06959, 0.07593], [-0.25046, -0.57647, 0.17926], [0.78209, -1.40074, 0.54411], [1.92528, -0.72450, 0.30267], [1.65998, 0.54337, -0.15883], [0.23000, 0.64473, -0.09275], [-0.45938, 1.84168, -0.34811], [-2.16726, -0.33741, -0.53418], [-1.67419, -2.04359, -0.42042], [-2.04917, -1.12542, 1.07747], [2.81094, -1.26675, 0.60790], [1.68249, 0.85340, -1.20356], [0.22924, 2.58887, -0.44388], [-1.09565, 2.07243, 0.41440]], "forces_ev_per_angstrom": [[-0.27, -0.12, 0.24], [-0.31, 0.40, 0.30], [0.15, 0.07, 0.25], [0.00, -0.21, -0.21], [-0.79, -0.51, -0.62], [-0.47, -0.35, 0.62], [-0.02, 0.16, -0.16], [-0.09, -0.23, 0.24], [-0.02, 0.09, 0.17], [-0.49, -0.23, -0.09], [0.01, 0.13, -0.50], [2.51, 0.97, 0.05], [-0.44, -0.14, 0.07], [0.23, -0.04, -0.38]]}


2.
{"formula": "C4H7NOS", "method": "wB97M-V/def2-TZVPD", "gap_ev": [7.07, 7.08], "symbols": ["C", "C", "C", "C", "N", "O", "S", "H", "H", "H", "H", "H", "H", "H"], "positions_angstrom": [[-1.67351, -1.30182, -1.75102], [-0.86473, 0.68163, -1.31320], [1.49192, -0.51181, 1.15620], [0.25917, 0.39163, 0.91179], [-0.42073, 0.01336, -0.27667], [-1.12575, 2.04810, -1.25545], [-0.45605, -1.68861, -0.74646], [-1.78346, -1.80632, -2.67540], [2.22681, -0.51017, 0.43222], [1.28457, -1.54729, 1.26297], [1.95984, -0.29476, 2.14235], [0.56156, 1.44581, 0.92179], [-0.51704, 0.36538, 1.77698], [-0.94259, 2.71489, -0.58610]], "forces_ev_per_angstrom": [[-1.39, 1.59, 0.25], [-0.48, 1.89, -0.78], [-1.11, 0.69, 2.82], [-0.48, 0.18, 2.50], [0.35, -0.39, 0.34], [0.08, -1.92, -1.32], [0.93, 0.13, -0.01], [-0.02, -1.05, -0.86], [1.45, 0.72, -1.80], [-0.90, -0.99, 0.04], [-0.25, 0.35, -0.67], [0.08, -0.14, -0.53], [1.44, -0.36, -1.06], [0.31, -0.68, 1.08]]}


3.
{"formula": "C50H54F15GeMnN4O8PSTe", "method": "wB97M-V/def2-TZVPD", "multiplicity": 6, "gap_ev": [5.37, 4.66], "charge": -2, "symbols": ["Mn", "C", "C", "C", "C", "C", "C", "C", "N", "C", "C", "C", "C", "C", "C", "O", "C", "C", "C", "C", "C", "C", "C", "C", "C", "O", "C", "C", "C", "C", "C", "C", "H", "H", "H", "H", "H", "H", "H", "H", "H", "H", "H", "H", "H", "H", "H", "H", "H", "H", "H", "H", "H", "H", "H", "H", "H", "H", "H", "H", "H", "H", "H", "H", "H", "H", "H", "H", "H", "H", "H", "H", "F", "C", "C", "C", "F", "C", "F", "C", "F", "C", "F", "Ge", "S", "C", "C", "F", "C", "F", "C", "F", "C", "F", "C", "F", "C", "C", "F", "C", "F", "C", "F", "C", "F", "C", "F", "O", "N", "O", "O", "N", "N", "H", "H", "H", "H", "C", "C", "O", "P", "O", "Te", "O", "C", "C", "H", "H", "H", "H", "H", "H", "H", "H", "H", "H"], "positions_angstrom": [[0.36131, 1.02405, 0.51346], [0.69412, 0.14287, 7.91433], [0.94873, -0.91316, 6.82960], [-0.22245, -1.89935, 6.83165], [2.22335, -1.70688, 7.16252], [1.13623, -0.23643, 5.47022], [0.26366, -0.45602, 4.40865], [0.52807, 0.07945, 3.15024], [-0.24740, 0.00588, 2.01152], [-1.44158, -0.67037, 1.83359], [-1.96870, -1.71603, 2.56928], [-3.25118, -2.19496, 2.29663], [-3.96717, -1.59950, 1.27659], [-3.44906, -0.60083, 0.43672], [-2.13852, -0.16386, 0.68854], [-1.44469, 0.73243, -0.00500], [-4.38218, -0.07793, -0.66857], [-5.59858, 0.59647, -0.00947], [-4.86093, -1.25724, -1.53058], [-3.73808, 0.94075, -1.60912], [-3.80542, -3.34666, 3.13420], [-3.88264, -2.90977, 4.60560], [-2.87403, -4.56135, 3.00326], [-5.20381, -3.78361, 2.69164], [1.67700, 0.89765, 2.95060], [1.85829, 1.34240, 1.71041], [2.48922, 1.22660, 4.04839], [2.21286, 0.61896, 5.27546], [3.62140, 2.24491, 3.90481], [4.24803, 2.63112, 5.24785], [3.06609, 3.53303, 3.27171], [4.71349, 1.65578, 3.00326], [0.56510, -0.33102, 8.89279], [-0.21108, 0.70531, 7.67876], [1.52348, 0.84791, 7.97861], [-0.26785, -2.41689, 7.79318], [-0.09556, -2.64867, 6.04915], [-1.17442, -1.38802, 6.68006], [2.08950, -2.29182, 8.07808], [3.08006, -1.04695, 7.29910], [2.45092, -2.38994, 6.34300], [-0.64712, -1.00827, 4.55982], [-1.36096, -2.20507, 3.31519], [-4.98044, -1.92850, 1.09139], [-6.15638, -0.10442, 0.61458], [-6.27066, 0.98285, -0.78150], [-5.27294, 1.43009, 0.61583], [-5.42495, -1.98785, -0.94911], [-3.99996, -1.76336, -1.96613], [-5.50363, -0.89649, -2.33903], [-3.50451, 1.86798, -1.08581], [-4.42943, 1.17113, -2.42619], [-2.81620, 0.55734, -2.03383], [-2.89794, -2.62276, 4.97524], [-4.26233, -3.72318, 5.23230], [-4.54720, -2.04952, 4.70599], [-1.87603, -4.33687, 3.37855], [-2.77808, -4.84505, 1.95441], [-3.26929, -5.41357, 3.56483], [-5.92692, -2.97310, 2.79990], [-5.53904, -4.62005, 3.31045], [-5.19562, -4.11225, 1.65130], [2.85964, 0.83111, 6.11710], [3.49508, 3.00935, 5.94220], [4.98634, 3.41950, 5.08117], [4.76277, 1.78634, 5.71009], [2.26640, 3.93934, 3.89677], [2.65929, 3.32193, 2.28547], [3.85500, 4.28626, 3.17828], [5.13738, 0.75648, 3.45568], [5.51906, 2.38242, 2.85528], [4.28513, 1.38365, 2.03929], [-1.13459, -1.52465, -7.61701], [-1.86669, -2.11970, -6.65918], [-1.49931, -2.01821, -5.32895], [-2.29104, -2.70624, -4.42199], [-1.95319, -2.69114, -3.13271], [-3.40604, -3.43173, -4.79761], [-4.15014, -4.08396, -3.89957], [-3.75111, -3.49518, -6.13749], [-4.82613, -4.18663, -6.52566], [-2.96379, -2.85163, -7.07388], [-3.27196, -2.95516, -8.37706], [-0.01802, -0.83006, -4.62898], [-0.35266, 0.28978, -2.89612], [0.15182, 0.48738, -6.16281], [1.30000, 0.83661, -6.84926], [2.36382, 0.01880, -6.83501], [1.39061, 1.99084, -7.60714], [2.52163, 2.30384, -8.26040], [0.30171, 2.83736, -7.70405], [0.38444, 3.96295, -8.42183], [-0.88070, 2.50083, -7.06649], [-1.94516, 3.30451, -7.18815], [-0.93298, 1.34140, -6.32132], [-2.09833, 1.01678, -5.74597], [1.60604, -2.02401, -4.67743], [1.58342, -3.40397, -4.76808], [0.43854, -4.04725, -5.05453], [2.71956, -4.17626, -4.60663], [2.66887, -5.50963, -4.74471], [3.92543, -3.56528, -4.31795], [5.03118, -4.30161, -4.18306], [3.98262, -2.18905, -4.19479], [5.15210, -1.58907, -3.94794], [2.82656, -1.45083, -4.36587], [2.90237, -0.12354, -4.27000], [2.72970, -2.41581, -0.61826], [1.71881, -1.90719, -0.10732], [0.97603, -2.50919, 0.65022], [1.44555, -0.68448, -0.42507], [-1.70851, 3.57031, 0.62138], [-0.50154, 3.26977, 1.38668], [-2.25632, 2.71778, 0.68571], [-1.40120, 3.57709, -0.34686], [-0.72177, 3.45840, 2.35669], [0.20520, 3.93167, 1.08898], [5.41501, 4.08362, 0.05775], [4.57391, 3.85992, -1.18424], [3.20800, 3.66289, -0.82541], [2.44002, 2.32128, -1.34943], [1.05551, 2.47015, -0.80086], [3.80704, 0.41636, -0.91944], [2.50446, 2.51768, -2.94084], [1.97725, 3.68944, -3.58006], [0.46308, 3.70316, -3.68535], [6.45273, 4.26506, -0.22758], [5.36470, 3.20045, 0.69259], [5.04478, 4.94166, 0.61955], [4.94851, 2.98670, -1.73072], [4.63128, 4.72626, -1.85144], [2.43143, 3.68256, -4.57327], [2.32369, 4.58142, -3.04527], [0.10722, 2.74767, -4.06511], [0.14816, 4.51173, -4.34923], [0.01638, 3.85364, -2.70440]], "forces_ev_per_angstrom": [[-0.64, -0.06, 1.52], [0.00, -0.10, -0.02], [0.04, 0.02, 0.01], [0.08, 0.08, 0.00], [-0.10, 0.01, 0.02], [0.10, 0.16, 0.07], [-0.10, -0.04, -0.18], [0.29, 0.27, 0.07], [0.21, -0.03, -0.12], [-0.37, 0.10, -0.37], [0.30, 0.07, 0.01], [-0.30, 0.00, -0.16], [-0.04, -0.20, 0.17], [0.46, 0.41, -0.15], [-0.33, -0.51, 0.63], [0.14, 0.42, -0.57], [-0.02, 0.05, 0.06], [0.05, -0.11, -0.08], [0.03, 0.04, 0.04], [0.03, -0.07, 0.08], [0.00, -0.01, 0.06], [0.02, -0.11, -0.08], [-0.04, 0.06, 0.03], [0.10, 0.05, 0.01], [-0.25, -0.34, 0.54], [-0.02, 0.24, -0.50], [-0.09, 0.10, -0.29], [-0.08, -0.12, 0.18], [-0.04, 0.01, -0.11], [-0.01, -0.08, -0.10], [0.02, -0.07, -0.01], [-0.08, 0.06, 0.03], [0.01, 0.01, 0.03], [-0.01, 0.03, 0.02], [0.01, 0.02, 0.00], [-0.01, 0.01, 0.03], [-0.06, -0.03, -0.02], [-0.03, -0.03, -0.05], [0.00, 0.02, 0.03], [0.02, 0.01, -0.02], [0.04, -0.03, 0.02], [0.06, -0.06, 0.01], [-0.01, 0.04, 0.03], [0.02, -0.03, -0.03], [-0.02, 0.03, 0.03], [-0.03, 0.02, 0.00], [-0.02, 0.01, 0.02], [0.00, -0.02, -0.02], [0.01, -0.03, -0.05], [-0.01, 0.01, -0.01], [0.04, 0.05, -0.01], [-0.06, 0.01, 0.04], [0.07, 0.03, -0.09], [0.01, 0.02, 0.04], [0.00, -0.01, 0.02], [0.00, 0.02, 0.03], [0.03, -0.02, -0.01], [0.02, -0.03, -0.01], [0.00, -0.01, 0.02], [-0.02, 0.01, -0.04], [0.00, -0.01, 0.02], [-0.05, 0.01, -0.02], [0.02, -0.01, -0.01], [0.01, 0.00, 0.03], [0.02, 0.01, 0.00], [-0.02, -0.01, 0.05], [0.02, 0.04, 0.02], [-0.01, 0.04, -0.03], [0.02, 0.01, 0.02], [0.01, -0.01, 0.01], [0.04, 0.00, -0.02], [0.06, 0.00, -0.04], [-0.05, -0.04, -0.16], [0.16, -0.07, 0.34], [-0.07, 0.17, 0.05], [0.27, 0.21, -0.06], [-0.15, -0.16, 0.07], [-0.09, -0.03, -0.08], [-0.04, -0.03, 0.07], [0.24, 0.13, 0.11], [-0.08, -0.09, -0.04], [-0.11, -0.04, -0.06], [-0.04, 0.04, -0.05], [0.06, -0.06, -0.42], [0.03, -0.36, -0.28], [0.05, 0.27, 0.11], [-0.37, -0.27, 0.14], [0.15, 0.12, -0.14], [0.08, 0.14, -0.09], [0.05, 0.00, -0.02], [0.01, -0.22, 0.16], [0.00, 0.08, -0.09], [0.05, 0.07, -0.08], [-0.07, 0.04, 0.00], [0.22, -0.38, 0.05], [-0.11, 0.21, -0.03], [-0.28, 0.06, 0.30], [0.04, 0.26, -0.11], [0.05, -0.18, 0.02], [0.00, -0.05, 0.00], [0.01, -0.05, 0.02], [-0.15, 0.09, -0.02], [0.08, -0.04, 0.03], [-0.01, 0.10, -0.02], [0.06, -0.05, 0.03], [-0.18, 0.00, -0.14], [0.20, 0.07, 0.10], [-0.15, 0.17, 0.16], [-0.11, -0.33, 0.07], [0.18, 0.20, -0.22], [0.34, 0.09, -0.10], [-0.10, 0.47, 0.22], [-0.10, -0.42, -0.33], [0.09, -0.13, -0.16], [-0.01, -0.13, -0.03], [0.10, 0.06, 0.04], [0.06, 0.03, 0.15], [-0.20, -0.05, -0.11], [0.30, 0.04, 0.00], [-0.22, -0.46, 0.09], [0.41, 1.42, -0.91], [-0.15, -0.77, 0.27], [0.03, -0.39, -0.11], [-0.02, -0.28, 0.51], [-0.13, 0.32, -0.14], [0.15, -0.10, 0.07], [0.02, 0.00, 0.02], [0.03, 0.03, 0.05], [0.00, -0.01, 0.03], [0.01, 0.09, -0.06], [-0.08, -0.07, -0.03], [0.00, 0.00, 0.05], [0.09, -0.07, -0.04], [-0.06, -0.03, 0.00], [0.05, 0.02, -0.01], [-0.08, -0.02, -0.01]]}


Respective energy relative to the best compared isomer or geometry (same formula, charge and spin) values: 60.5, 156.2, 8.9 kcal per mole.